19
Properties=species:S:1:pos:R:3 method="wB97M-V/def2-TZVPD" multiplicity=1 homo_lumo_gap_ev="9.199 / 9.214" e_homo_ev="-14.14 / -14.32" relative_energy_ev=5.354 charge=+1 total_energy_ha=-687.34877
S -1.444 -0.992 -0.650
O -1.019 -2.626 -1.973
N 0.228 -0.581 0.121
C 0.028 0.639 0.908
C 1.272 -0.435 -0.887
C 0.499 -1.735 0.989
C -1.536 0.110 -2.051
H -2.552 -0.025 -2.433
H -0.285 -1.841 1.737
H 1.455 -1.610 1.496
H -1.390 1.156 -1.791
H 1.060 0.399 -1.554
H 0.528 -2.642 0.384
H -0.853 -0.240 -2.823
H -0.852 0.537 1.545
H 2.235 -0.253 -0.413
H -0.103 1.506 0.260
H 0.891 0.823 1.550
H 1.329 -1.350 -1.474



8
Properties=species:S:1:pos:R:3 method="wB97M-V/def2-TZVPD" multiplicity=1 homo_lumo_gap_ev=7.074 e_homo_ev=-1.77 relative_energy_ev=0.695 charge=-1 total_energy_ha=-154.38757
O -0.343 -1.983 1.531
C -0.089 -1.088 0.668
C 0.382 0.183 0.971
H -0.567 1.483 -2.621
H 0.216 0.419 2.021
H -0.411 -1.301 -0.370
H 0.134 1.309 -2.500
H 0.677 0.978 0.301